Record 1
ORCA calculation (ωB97M-V/def2-TZVPD) on a cluster of 2 separate species, C5H10O in total at a distorted geometry.

The LUMO energy is 0.06 eV. The orbital gap comes out at 8.7507 eV. For the HOMO energy, the calculation gives -8.69 eV.

Each line ends with the natural charge from an NBO analysis.
Geometry (Å):
1 C 1.674 -0.003 -0.014  -0.297
2 C 0.501 -0.538 -0.108  0.420
3 C 2.020 1.445 -0.018  -0.628
4 C -0.258 -1.770 -0.136  -0.725
5 C -2.293 0.573 0.089  -0.245
6 O -1.069 1.000 -0.291  -0.661
7 H 2.516 -0.691 0.069  0.237
8 H 2.568 1.697 0.888  0.219
9 H 2.654 1.664 -0.875  0.220
10 H 1.105 2.024 -0.076  0.261
11 H -0.533 -2.031 -1.159  0.243
12 H -1.176 -1.659 0.441  0.257
13 H 0.322 -2.583 0.305  0.245
14 H -2.301 0.091 1.085  0.135
15 H -2.771 -0.105 -0.643  0.133
16 H -2.927 1.468 0.174  0.187

Record 2
ORCA calculation (ωB97M-V/def2-TZVPD) on a cluster of 2 separate species, C5H10O in total at a distorted geometry.

The LUMO energy is 0.77 eV. The orbital gap comes out at 9.3348 eV. For the HOMO energy, the calculation gives -8.56 eV. The SMILES is C=C/C=C/C.O.

Each line ends with the natural charge from an NBO analysis.
Geometry (Å):
1 C 0.094 2.751 0.437  -0.406
2 C -0.300 1.543 0.821  -0.195
3 C -1.037 0.453 0.143  -0.259
4 C -0.963 -0.741 0.772  -0.121
5 C -1.671 -1.988 0.434  -0.664
6 H 0.385 3.433 1.229  0.195
7 H -0.098 3.284 -0.491  0.197
8 H -0.124 1.245 1.860  0.187
9 H -1.184 0.434 -0.927  0.211
10 H -0.301 -0.771 1.638  0.185
11 H -1.836 -2.102 -0.660  0.216
12 H -2.736 -1.961 0.809  0.235
13 H -1.073 -2.834 0.766  0.220
14 O 3.717 -0.651 -2.395  -0.977
15 H 3.519 -1.382 -2.983  0.488
16 H 3.607 -0.711 -1.452  0.489

Record 3
ORCA calculation (ωB97M-V/def2-TZVPD) on the molecule C5H10O.

The LUMO energy is 1.06 eV. The orbital gap comes out at 10.8989 eV. For the HOMO energy, the calculation gives -9.84 eV. The SMILES is OCCC1CC1.

Each line ends with the natural charge from an NBO analysis.
Geometry (Å):
1 O -1.796 -1.137 0.639  -0.728
2 C -1.487 0.205 0.996  -0.058
3 C -0.696 0.916 -0.100  -0.427
4 C 0.780 0.556 -0.132  -0.231
5 C 1.421 -0.028 -1.359  -0.412
6 C 1.215 -0.886 -0.145  -0.435
7 H -1.245 -1.729 1.160  0.470
8 H -0.927 0.237 1.941  0.162
9 H -2.440 0.720 1.161  0.172
10 H -0.798 2.001 0.035  0.212
11 H -1.173 0.674 -1.058  0.212
12 H 1.417 1.222 0.448  0.210
13 H 0.780 -0.218 -2.216  0.212
14 H 2.433 0.271 -1.613  0.213
15 H 0.433 -1.635 -0.203  0.217
16 H 2.082 -1.169 0.446  0.212

Record 4
ORCA calculation (ωB97M-V/def2-TZVPD) on the molecule C5H10O.

The LUMO energy is 1.00 eV. The orbital gap comes out at 11.0892 eV. For the HOMO energy, the calculation gives -10.09 eV. The SMILES is CC[C@@]1(C)CO1.

Each line ends with the natural charge from an NBO analysis.
Geometry (Å):
1 C 1.754 0.364 0.520  -0.604
2 C 0.867 0.204 -0.714  -0.419
3 C -0.580 -0.051 -0.324  0.210
4 C -0.948 -1.463 0.047  -0.626
5 C -1.370 1.074 0.195  -0.116
6 O -1.556 0.599 -1.131  -0.497
7 H 1.717 -0.519 1.168  0.202
8 H 1.415 1.220 1.115  0.204
9 H 2.799 0.535 0.245  0.214
10 H 1.247 -0.602 -1.360  0.207
11 H 0.884 1.114 -1.323  0.219
12 H -0.978 -2.068 -0.865  0.220
13 H -0.215 -1.900 0.735  0.212
14 H -1.936 -1.489 0.514  0.218
15 H -0.905 2.056 0.276  0.177
16 H -2.210 0.910 0.875  0.181

Record 5
ORCA calculation (ωB97M-V/def2-TZVPD) on the molecule C5H10O.

The LUMO energy is 1.04 eV. The orbital gap comes out at 11.0510 eV. For the HOMO energy, the calculation gives -10.01 eV. The SMILES is CC[C@@]1(C)CO1.

Each line ends with the natural charge from an NBO analysis.
Geometry (Å):
1 C 1.482 0.337 0.516  -0.603
2 C 0.810 0.264 -0.887  -0.422
3 C -0.599 -0.029 -0.400  0.209
4 C -0.777 -1.491 -0.030  -0.646
5 C -1.199 1.080 0.325  -0.112
6 O -1.878 0.570 -0.797  -0.494
7 H 1.057 -0.370 1.248  0.209
8 H 1.276 1.330 0.935  0.208
9 H 2.551 0.162 0.479  0.213
10 H 1.221 -0.510 -1.558  0.207
11 H 0.940 1.228 -1.393  0.217
12 H 0.043 -2.127 -0.396  0.214
13 H -0.898 -1.675 1.041  0.215
14 H -1.691 -1.773 -0.546  0.240
15 H -0.764 2.062 0.127  0.169
16 H -1.571 0.941 1.336  0.175

Record 6
ORCA calculation (ωB97M-V/def2-TZVPD) on a cluster of 2 separate species, C5H10O in total.

The LUMO energy is 0.80 eV. The orbital gap comes out at 9.5053 eV. For the HOMO energy, the calculation gives -8.71 eV.

Each line ends with the natural charge from an NBO analysis.
Geometry (Å):
1 C 1.345 -0.756 -0.078  -0.620
2 C 0.471 0.298 0.569  -0.247
3 C 0.704 1.753 0.276  -0.418
4 C -0.533 1.076 -0.241  -0.431
5 C -2.511 -1.399 0.052  0.123
6 O -1.798 -1.672 -1.012  -0.643
7 H 0.947 -1.772 0.068  0.193
8 H 1.453 -0.581 -1.156  0.210
9 H 2.350 -0.755 0.359  0.225
10 H 0.176 0.069 1.592  0.216
11 H 0.597 2.462 1.092  0.219
12 H 1.479 2.008 -0.443  0.212
13 H -1.490 1.322 0.212  0.225
14 H -0.590 0.875 -1.309  0.215
15 H -1.771 -1.259 0.888  0.039
16 H -0.830 -1.669 -0.869  0.481

Record 7
ORCA calculation (ωB97M-V/def2-TZVPD) on the molecule C5H10O at a distorted geometry.

The LUMO energy is 0.88 eV. The orbital gap comes out at 10.2423 eV. For the HOMO energy, the calculation gives -9.36 eV. The SMILES is CC(=O)C(C)C.

Each line ends with the natural charge from an NBO analysis.
Geometry (Å):
1 C 2.093 -0.096 -0.121  -0.711
2 C 0.732 0.484 -0.350  0.572
3 O 0.675 1.630 -0.726  -0.546
4 C -0.609 -0.198 -0.031  -0.320
5 C -1.533 0.941 -1.042  -0.573
6 C -0.610 -0.925 1.442  -0.614
7 H 2.285 0.077 0.932  0.236
8 H 2.129 -1.153 -0.341  0.217
9 H 2.909 0.424 -0.639  0.241
10 H -0.960 -1.046 -0.612  0.221
11 H -1.432 0.499 -2.059  0.199
12 H -1.372 2.033 -1.248  0.241
13 H -2.505 0.817 -0.648  0.188
14 H -0.019 -0.362 2.161  0.206
15 H -0.159 -1.952 1.402  0.216
16 H -1.579 -1.120 1.925  0.225

Record 8
ORCA calculation (ωB97M-V/def2-TZVPD) on the molecule C5H10O at a distorted geometry.

The LUMO energy is 1.16 eV. The orbital gap comes out at 10.5750 eV. For the HOMO energy, the calculation gives -9.41 eV. The SMILES is C1CCOCC1.

Each line ends with the natural charge from an NBO analysis.
Geometry (Å):
1 C -0.531 0.567 0.958  -0.402
2 C -1.411 0.277 -0.303  -0.425
3 C -0.726 -0.892 -1.070  -0.062
4 O 0.657 -0.526 -1.370  -0.554
5 C 1.527 -0.405 -0.221  -0.060
6 C 1.018 0.702 0.685  -0.423
7 H -0.711 -0.206 1.713  0.196
8 H -0.859 1.503 1.439  0.209
9 H -2.432 -0.062 -0.070  0.207
10 H -1.455 1.170 -0.919  0.205
11 H -0.733 -1.790 -0.435  0.160
12 H -1.249 -1.091 -2.017  0.194
13 H 1.536 -1.356 0.320  0.156
14 H 2.539 -0.160 -0.540  0.192
15 H 1.579 0.627 1.615  0.206
16 H 1.253 1.641 0.215  0.201